[1]
Density functional theory data (ωB97M-V/def2-TZVPD) for a molecular structure, C28H77AgN8O10 in a non-equilibrium geometry.

Each line ends with the Löwdin spin population.
CARTESIAN COORDINATES (ANGSTROEM)
H (-10.4992, 1.5103, 19.2001)  0.000
C (-10.1499, 4.5211, 7.5423)  0.000
H (-6.7052, -2.1492, 17.8407)  0.000
C (-6.1926, 0.7677, 10.9622)  0.000
H (-6.5973, 3.2114, 15.6218)  0.000
H (-8.9517, 2.7304, 14.7781)  0.000
H (-10.7611, 2.9773, 18.5063)  0.000
H (-10.5466, -3.3291, 15.6031)  0.000
H (-11.6563, -0.0864, 10.6985)  0.012
C (-7.4560, 4.5398, 14.1779)  0.000
H (-14.0126, 4.4842, 19.3249)  0.000
H (-13.1550, -5.9935, 19.2149)  0.000
C (-8.4703, 6.9190, 17.2542)  0.000
Ag (-8.8674, 1.1212, 16.9094)  0.000
H (-13.1924, -0.2269, 17.9860)  0.000
O (-8.5477, 5.7365, 16.4952)  0.000
H (-5.8990, -0.1818, 10.4830)  0.000
H (-12.6743, -3.1058, 6.2696)  0.000
H (-10.8099, 5.3575, 7.2944)  0.000
H (-15.0879, -5.1737, 20.7608)  0.000
N (-8.7633, 3.1092, 15.7063)  0.000
H (-7.0849, 0.0245, 13.2970)  0.000
C (-9.5434, 3.0887, 11.4247)  0.007
H (-12.7513, -1.7004, 5.2316)  0.001
C (-7.4709, 3.8564, 15.5601)  0.000
H (-13.9142, 1.3983, 9.8543)  0.000
H (-14.7494, -4.4701, 18.2601)  0.000
H (-8.3996, -5.3434, 15.3875)  0.000
C (-12.1522, 0.0651, 18.1216)  0.000
H (-9.1824, 0.6374, 10.6687)  0.002
C (-14.0181, -4.9899, 20.8931)  0.000
H (-11.4593, -0.5435, 17.5401)  0.000
H (-13.8923, -3.0080, 18.8460)  0.000
N (-10.2432, -4.2658, 15.8729)  0.000
N (-12.5561, -0.6369, 10.7217)  0.668
H (-7.8701, -4.1103, 13.3755)  0.000
C (-8.0124, -3.3626, 16.0568)  0.000
H (-11.4245, -5.3809, 20.4982)  0.000
H (-14.0232, 2.1083, 18.0334)  0.000
H (-11.6880, -3.7900, 20.3703)  0.000
H (-12.9638, 2.4344, 19.4382)  0.000
O (-10.4470, 3.9927, 8.8080)  0.000
C (-12.4208, -2.0425, 6.2102)  0.005
O (-10.9392, -0.1680, 13.2179)  0.005
H (-14.2362, -1.1011, 9.6563)  0.019
H (-14.6434, -3.4634, 16.2929)  0.000
C (-6.8970, -3.1925, 18.1060)  0.000
H (-11.3350, -1.9101, 6.2527)  0.000
H (-6.9664, -3.3561, 15.7206)  0.000
H (-6.9958, 1.9204, 9.3226)  0.000
H (-12.3623, -1.5847, 11.0578)  0.016
H (-12.6766, 1.2680, 8.5239)  0.000
C (-13.7699, 4.6449, 18.2729)  0.000
N (-6.0336, 3.2099, 10.5915)  0.000
C (-4.8688, 1.7409, 9.0495)  0.000
H (-8.9131, 2.5665, 8.9367)  0.000
H (-6.4854, 5.4781, 16.5487)  0.000
H (-6.9085, 5.4871, 14.1932)  0.000
O (-12.9852, -4.1286, 17.3760)  0.000
H (-9.4687, 3.8388, 15.8058)  0.000
H (-8.7528, -0.0809, 12.8300)  0.000
C (-10.0085, 2.6737, 9.0171)  0.000
H (-9.1485, 4.9656, 7.5524)  0.000
C (-7.4247, 4.9152, 16.6333)  0.000
H (-10.7799, -4.8423, 15.2206)  0.000
H (-9.4665, -4.7693, 13.2742)  0.000
H (-9.3613, 7.5102, 17.0525)  0.000
H (-3.9910, 1.9978, 9.6474)  0.000
C (-13.2694, -0.6186, 9.4662)  0.084
H (-12.2241, -2.4647, 8.7150)  0.000
H (-14.6834, 4.5774, 17.6643)  0.000
O (-7.5598, 0.5986, 11.3370)  0.001
O (-10.1872, 0.3441, 15.1586)  0.001
O (-12.7921, 3.7203, 17.8441)  0.000
H (-13.3891, 5.6401, 18.0496)  0.000
H (-5.1882, 3.2693, 11.1575)  0.000
H (-14.2910, 0.7072, 8.2324)  0.001
H (-6.7656, 3.2438, 11.3004)  0.000
H (-13.3573, -2.3268, 16.3670)  0.000
H (-7.4231, 4.4651, 17.6397)  0.000
C (-13.1960, -4.9717, 19.6026)  0.000
C (-6.1010, 1.8773, 9.9466)  0.000
H (-9.2490, -3.0192, 13.6300)  0.000
N (-10.7790, -0.4712, 14.4133)  0.000
H (-9.8929, 3.0248, 12.4541)  0.000
H (-13.9280, -4.0127, 21.3774)  0.000
C (-11.9537, 1.5273, 17.7833)  0.000
H (-10.4714, 2.0604, 8.2313)  0.000
H (-4.9513, 2.4878, 8.2640)  0.000
C (-8.8752, -4.3640, 15.3091)  0.000
H (-11.4427, -0.9147, 8.4321)  -0.001
H (-11.8295, 1.6662, 16.7079)  0.000
H (-10.3186, 3.8027, 6.7324)  0.000
H (-8.4290, 6.7189, 18.3305)  0.000
H (-5.5476, 0.9019, 11.8360)  0.000
H (-6.9046, 3.9482, 13.4412)  0.000
H (-11.9330, -0.1318, 19.1781)  0.000
H (-9.5121, 4.1426, 11.1345)  0.001
H (-8.4262, -2.3518, 15.8815)  0.000
O (-11.1565, -1.5536, 14.8567)  0.000
C (-13.5390, -3.4146, 16.3190)  0.000
C (-8.8734, -4.0276, 13.8144)  0.000
O (-8.0402, -3.6711, 17.4314)  0.000
C (-13.7703, -4.0612, 18.5567)  0.000
N (-10.1858, 0.8416, 10.6369)  0.093
H (-7.6045, 7.5216, 16.9572)  0.000
H (-7.1100, -3.2365, 19.1768)  0.000
C (-13.0119, 2.4070, 18.3380)  0.000
O (-13.0673, -1.2948, 7.2213)  0.011
H (-8.4408, 4.7673, 13.7747)  0.000
H (-4.7752, 0.7294, 8.6639)  0.000
C (-13.5405, 0.8229, 9.0143)  0.006
H (-8.5021, 2.7543, 11.3678)  0.000
N (-10.5973, 1.9914, 18.3078)  0.000
H (-7.7011, -1.3027, 12.1877)  0.000
C (-7.7358, -0.2426, 12.4582)  0.000
H (-13.6350, -5.7702, 21.5488)  0.000
H (-13.1367, -3.7995, 15.3846)  0.000
H (-6.0647, -3.8877, 17.9554)  0.000
C (-10.3842, 2.2991, 10.4269)  0.008
H (-10.4281, 0.6867, 11.6195)  0.000
C (-12.4255, -1.4189, 8.4495)  0.058
N (-11.7747, -4.6687, 19.8658)  0.000
H (-11.4363, 2.5011, 10.6459)  0.001

Results
Total charge: +1
Energy above the lowest of the compared OMol25 structures with the same formula, charge and spin: 96.6 kJ/mol
HOMO-LUMO gap (alpha / beta): 7.687 / 3.936 eV
2S+1: 2

[2]
Density functional theory data (ωB97M-V/def2-TZVPD) for a molecular structure, C40H32AsKN5O4S3 in a non-equilibrium geometry.

Each line ends with the Mulliken charge.
CARTESIAN COORDINATES (ANGSTROEM)
N (-4.0958, -4.6136, 4.4927)  -0.678
C (2.4546, -0.3339, -4.2344)  0.158
C (2.3225, -1.1596, -0.7853)  0.167
C (-1.8609, -1.5078, -4.2174)  -0.727
H (2.0349, -1.3332, -4.2213)  0.395
C (-3.2973, -4.0316, 2.2308)  0.874
O (1.2740, 6.7186, 1.4488)  -0.745
H (3.4742, -0.6508, -6.0934)  0.392
H (5.2746, 3.9156, 2.1632)  0.380
C (1.8381, -1.7998, 0.3786)  0.176
H (3.9990, -0.8575, -2.0963)  0.330
H (2.5124, 2.5331, -2.4425)  0.582
C (-4.3833, -1.9850, 1.2821)  0.082
C (3.5435, 2.2152, -4.2950)  -0.616
C (4.8136, 1.2383, 2.3501)  -1.532
C (2.7216, -2.6558, 1.0645)  -0.780
H (-0.8956, -5.9260, 0.7965)  0.437
K (-1.7276, 0.4607, 0.1767)  1.038
H (-1.1647, 0.3970, -3.5210)  0.438
S (1.0291, 5.6244, 0.5474)  1.396
H (-5.1610, 0.6439, -0.4585)  0.409
C (-1.9034, -4.2408, -0.0814)  0.252
H (-2.3410, -3.5341, -4.7373)  0.364
C (4.4839, -2.2113, -0.5198)  -0.737
H (5.4997, -2.3620, -0.8638)  0.355
H (-2.2330, -5.7568, 2.9224)  0.474
H (-0.1061, 4.0601, 2.6119)  0.260
H (-1.3461, -4.2855, -1.0114)  0.023
H (-6.6852, -0.6092, 3.3483)  0.473
C (2.1029, 4.3062, 1.0629)  0.220
C (-4.1157, -3.8519, 3.4164)  0.695
C (1.6911, 2.9832, 1.0591)  0.078
H (5.7671, 1.3042, 1.8225)  0.384
C (2.7260, 1.8268, -3.2389)  -0.589
C (-1.6509, -5.1643, 0.9351)  -0.744
C (-5.0580, -2.7809, 3.4981)  0.758
C (3.2679, 0.0487, -5.2919)  -0.652
C (3.6307, -1.3656, -1.2139)  -0.359
O (1.1974, 5.8091, -0.8662)  -0.694
C (-0.7443, -3.4254, -3.3023)  -0.583
C (-2.2458, 2.7822, 1.3899)  1.054
H (-0.7452, 4.3205, 0.1766)  0.371
C (-6.0830, 0.1522, 1.4256)  -0.547
N (-0.4856, 5.0977, 0.7973)  -0.358
H (5.0237, 1.3358, 3.4187)  0.336
H (0.8050, -3.0209, -1.8683)  0.404
H (2.2430, 0.9693, 1.5317)  0.373
C (4.2684, 3.6531, 1.8532)  -0.705
As (1.0576, 0.0571, -1.6310)  0.390
H (4.3936, 0.2488, 2.1774)  0.240
C (2.5742, 2.0000, 1.4906)  -0.504
H (0.6899, 2.7059, 0.7470)  0.293
C (-5.2090, -0.0668, 0.3611)  -0.415
C (4.0167, -2.8589, 0.6205)  -0.624
C (2.1759, 0.5501, -3.1910)  -0.437
H (3.9588, 3.2162, -4.3141)  0.409
H (-6.7270, 1.0207, 1.4343)  0.407
C (-2.2054, 4.0699, 2.2118)  -0.921
H (-0.6266, -4.5012, -3.2369)  0.460
C (-5.1907, -1.8235, 2.4137)  0.780
H (4.6760, -3.5207, 1.1723)  0.308
C (-1.7076, -2.8844, -4.1450)  -0.456
C (-3.4573, -3.1374, 1.1661)  -0.448
N (-5.7323, -2.7581, 4.6311)  -0.695
H (-2.4855, 3.8467, 3.2396)  0.347
S (-5.2038, -4.0120, 5.5065)  0.078
O (-1.6865, 2.8206, 0.2501)  -1.122
H (2.3558, -3.1501, 1.9562)  0.435
N (-4.3832, -1.0967, 0.2830)  -0.517
H (4.4479, 1.6280, -6.1513)  0.356
H (-0.8457, 5.6485, 2.7955)  0.462
C (-0.8453, 4.7468, 2.1867)  -0.293
O (-2.8223, 1.7795, 1.8652)  -0.858
H (3.6803, 5.6913, 1.4750)  0.433
C (-0.0721, -1.2133, -2.6143)  -0.135
C (-2.3714, -5.0656, 2.1006)  -0.780
C (-1.0449, -0.6800, -3.4562)  -0.367
H (-2.9628, 4.7362, 1.7855)  0.327
C (3.3910, 4.6481, 1.4620)  -0.881
C (3.8158, 1.3273, -5.3245)  -0.451
N (-2.7824, -3.2633, 0.0203)  -0.330
C (0.0628, -2.5955, -2.5340)  0.078
C (-6.0628, -0.7369, 2.4717)  -0.647
C (3.8686, 2.3160, 1.8854)  0.859
H (-2.6123, -1.0799, -4.8699)  0.386
S (0.2026, -1.5456, 0.9187)  -0.250

Results
Total charge: -1
Energy above the lowest of the compared OMol25 structures with the same formula, charge and spin: 10.7 kJ/mol
HOMO-LUMO gap: 5.807 eV

[3]
Density functional theory data (ωB97M-V/def2-TZVPD) for a molecular structure, C4H4FNS in a non-equilibrium geometry.

Each line ends with the Mulliken charge.
CARTESIAN COORDINATES (ANGSTROEM)
C (-0.6184, 0.4254, 0.2158)  -0.290
C (1.0863, -0.6848, -0.7298)  -0.302
H (0.5684, -0.8101, 1.5042)  0.284
C (0.6659, -0.1429, 0.6736)  -0.217
H (0.1904, 1.0582, 2.2671)  0.352
H (-0.1857, 0.9153, -0.8162)  0.256
C (0.2682, 1.1868, 1.1975)  0.194
H (2.0780, -0.8312, -0.8843)  0.438
S (-1.2762, -1.0487, -0.3763)  -0.054
F (0.8928, 2.3363, 0.5708)  -0.281
N (0.1888, -1.3268, -1.3327)  -0.380

Results
Total charge: 0
Energy above the lowest of the compared OMol25 structures with the same formula, charge and spin: 471.4 kJ/mol
HOMO-LUMO gap: 9.419 eV

[4]
Density functional theory data (ωB97M-V/def2-TZVPD) for a molecular structure, C2H3IInN in a non-equilibrium geometry.

Each line ends with the Mulliken charge.
CARTESIAN COORDINATES (ANGSTROEM)
C (-1.2306, 0.0373, -0.4741)  -0.310
H (-0.0184, -1.6084, -1.4536)  0.375
C (-0.0689, -0.5944, -0.9747)  0.103
H (-1.9917, -0.4503, 0.1861)  0.345
In (1.4935, 1.2105, 3.3843)  0.828
I (2.0495, 0.0603, 0.9499)  0.579
H (-1.3459, 1.1354, -0.7136)  0.333
N (1.1126, 0.2096, -0.9042)  -0.253

Results
Total charge: +2
Energy above the lowest of the compared OMol25 structures with the same formula, charge and spin: 167.9 kJ/mol
HOMO-LUMO gap: 5.593 eV

[5]
Density functional theory data (ωB97M-V/def2-TZVPD) for a molecular structure, C33H28CoO8 in a non-equilibrium geometry.

Each line ends with the Löwdin spin population.
CARTESIAN COORDINATES (ANGSTROEM)
C (1.4415, -1.1197, 0.2220)  0.003
H (-5.3040, 2.7601, 0.8588)  0.000
O (2.0129, 0.1190, 0.0574)  0.039
C (-0.0250, -1.2360, -0.3451)  0.000
C (0.9126, -1.6453, 3.9986)  0.000
C (0.6406, -1.3193, 2.6830)  0.001
C (-0.9450, 1.4316, -0.3940)  -0.001
H (-3.6141, 2.2644, -0.8288)  0.000
H (-4.2476, -1.4548, 0.4476)  0.000
C (-1.8593, 1.4517, 1.9430)  0.000
O (3.4377, 5.4092, 0.0970)  0.015
C (3.1450, -2.2627, 3.3994)  0.000
C (2.0033, -3.5118, -0.5044)  0.000
C (-0.7245, 4.2370, -2.9637)  0.000
H (2.3762, -2.3626, 5.4084)  0.000
C (-2.4575, -3.0204, -1.0296)  0.000
H (0.1415, -1.5282, 4.7488)  0.000
H (0.0952, 3.8359, -1.0252)  0.000
H (2.5209, -5.4649, -1.2024)  0.000
C (4.3728, 3.1380, 0.0972)  -0.001
O (0.1681, 1.8514, 0.2895)  -0.014
C (-2.2496, 2.5954, -3.8106)  0.000
H (-0.1906, 5.1707, -3.0808)  0.000
H (-2.6138, 0.9156, -2.5420)  0.000
C (2.6975, -4.3996, -1.3092)  0.000
C (2.8702, -1.9517, 2.0856)  0.001
O (-2.1498, -0.6465, -0.9774)  0.000
O (3.8543, 1.9605, 0.0264)  -0.013
H (-3.4265, -2.9255, -1.5140)  0.000
H (4.1456, -4.6443, -2.8758)  0.000
C (3.2535, 4.1980, 0.1270)  0.005
H (-2.4369, -3.9239, -0.4270)  0.000
C (3.8494, -2.5738, -2.3612)  0.000
C (3.6135, -3.9457, -2.2416)  0.000
H (-0.8724, 1.1265, 2.2345)  0.000
C (-1.2085, 2.2766, -1.6498)  0.000
C (-2.1188, 1.6238, 0.5762)  0.000
H (-1.6683, 4.3562, -4.8972)  0.000
C (-2.0814, 1.8470, -2.6612)  0.000
H (-2.9177, 2.2455, -4.5896)  0.000
C (-0.8453, -0.0579, -0.9434)  0.000
C (3.1585, -1.6826, -1.5538)  0.000
H (-4.8133, 2.4431, 3.2695)  0.000
H (-3.0422, -0.8310, 1.5824)  0.000
C (2.1649, -2.1189, 4.3748)  0.001
C (-3.3774, 2.0993, 0.2126)  0.000
H (1.2859, -3.8590, 0.2256)  0.000
H (3.6423, -2.0500, 1.3380)  0.000
C (-4.0628, 2.2129, 2.5232)  0.000
O (5.5679, 3.4190, 0.1412)  -0.002
O (2.0984, 3.6015, 0.1900)  0.006
H (-0.4954, 0.0497, -1.9796)  0.000
C (-2.1933, -1.7872, -0.1393)  0.000
C (-1.5600, 3.7879, -3.9819)  0.000
H (3.3438, -0.6205, -1.6218)  0.000
Co (1.9584, 1.8177, 0.1110)  0.960
H (4.5726, -2.2034, -3.0742)  0.000
C (-2.8129, 1.7343, 2.8960)  0.000
H (0.0883, -1.8948, -1.2306)  0.000
H (-1.6858, -3.0900, -1.7924)  0.000
H (4.1294, -2.6216, 3.6722)  0.000
H (-0.3345, -0.9469, 2.4252)  0.000
H (-3.3495, -2.5764, 1.4970)  0.000
C (-3.2907, -1.6558, 0.9214)  0.000
O (-0.9515, -1.8874, 0.5055)  0.000
C (1.6051, -1.4990, 1.6924)  0.002
C (-4.3343, 2.3840, 1.1658)  0.000
C (2.2360, -2.1283, -0.6284)  0.001
C (-0.5609, 3.4931, -1.8114)  0.000
H (-2.5821, 1.5931, 3.9436)  0.000

Results
Total charge: -2
HOMO-LUMO gap (alpha / beta): 6.272 / 5.795 eV
2S+1: 2

Which value of total charge does entry 2 give?
-1

The highest total charge belongs to which entry?
C2H3IInN

The lowest total charge belongs to which entry?
C33H28CoO8